Record 1
The following is a DFT calculation (wB97M-V/def2-TZVPD) of the ion C16H26NO2 with charge +1.

XYZ file:
```
45
Properties=species:S:1:pos:R:3
C 5.1048 0.4089 1.2690
H 4.3934 1.2285 1.3490
H 4.9847 -0.2365 2.1358
H 6.1094 0.8225 1.2823
C 4.8759 -0.3817 -0.0216
C 3.4990 -0.9769 -0.0370
C 2.4363 -0.2531 -0.5681
C 1.1554 -0.7808 -0.5600
C 0.9280 -2.0377 -0.0054
C 1.9821 -2.7529 0.5289
C 3.2609 -2.2263 0.5178
H 4.0807 -2.7913 0.9330
H 1.8015 -3.7294 0.9506
H -0.0675 -2.4551 -0.0201
O 0.0275 -0.1450 -1.0621
C 0.1568 1.1344 -1.6412
H 1.0364 1.1934 -2.2882
C 0.2067 2.2609 -0.5979
H 1.0021 2.0754 0.1293
O -1.0413 2.4231 0.0692
C -1.1534 1.9432 1.3871
C -1.6581 0.4844 1.3929
N -2.6713 0.3652 0.3315
C -4.0250 0.8590 0.6629
H -4.0243 1.9368 0.8141
C -4.8565 0.4194 -0.5372
H -5.9041 0.3000 -0.2745
H -4.7963 1.1625 -1.3317
C -4.2118 -0.9074 -0.9816
H -4.8515 -1.7568 -0.7540
H -4.0330 -0.9105 -2.0547
C -2.8979 -0.9984 -0.1960
H -2.0488 -1.3034 -0.8063
H -2.9932 -1.6766 0.6540
H -4.3579 0.3625 1.5767
H -2.2936 0.9688 -0.4241
H -2.0807 0.2183 2.3616
H -0.8385 -0.1969 1.1563
H -1.8785 2.5973 1.8799
H -0.2057 2.0101 1.9298
H 0.4057 3.2045 -1.1131
H -0.7320 1.2621 -2.2676
H 2.6427 0.7165 -0.9950
H 5.0072 0.2812 -0.8786
H 5.6189 -1.1771 -0.0887
```

Values from the calculation:
* gap between HOMO and LUMO: 9.18 eV
* total charge: +1
* relative energy (zero: lowest compared OMol25 entry of this formula, charge and spin): 135.3 kJ/mol
* lowest unoccupied orbital energy: -0.0815 Ha

These are the natural (NBO) partial charges, in e, on atoms 1 to 4: C -0.591; H 0.197; H 0.209; H 0.221

***

Record 2
The following is a DFT calculation (wB97M-V/def2-TZVPD) of a structure of composition C16H27AlBBr2Cl4CsN2O10S.

XYZ file:
```
65
Properties=species:S:1:pos:R:3
C -0.0799 -1.2622 -1.7092
C -0.9988 -0.9230 -2.9606
O -0.6421 -1.4283 -4.0614
N -2.2557 -0.1239 -2.9558
B -2.2032 1.0658 -2.0869
O -1.1583 2.0972 -2.3572
C -3.4751 -0.9332 -2.7763
C -4.4703 -0.8503 -1.5368
O -3.8139 -1.7767 -3.7412
H -0.1360 -2.3820 -1.4559
H -0.2780 -0.6513 -0.7690
H 1.0084 -1.0761 -2.0447
H -2.8900 1.2840 -1.1421
H -0.8353 2.3254 -1.4234
H -3.8194 -0.9310 -0.5846
H -5.2905 -1.6633 -1.5711
H -4.9614 0.1945 -1.5742
C 0.9867 2.9464 0.5119
O -0.1455 2.4695 0.4165
N 2.0318 2.3589 1.1273
C 3.3414 2.9890 1.1970
C 1.8446 1.0572 1.7392
H 1.2348 3.9293 0.0819
H 4.0739 2.3417 0.7129
H 3.6140 3.1274 2.2444
H 3.3377 3.9582 0.6984
H 1.5233 0.3448 0.9751
H 1.0650 1.1282 2.5015
H 2.7729 0.7128 2.1946
Cs -1.7181 3.8479 -1.6666
O 6.0357 3.9026 1.2822
H 6.6443 4.5513 0.9324
Al -5.4855 -1.6189 0.8555
C -3.5468 -4.8421 -5.5677
Cl -3.4781 -4.9621 -7.3310
Cl -4.6641 -6.0440 -4.9039
Cl -1.9336 -5.0419 -4.8685
H -3.9142 -3.8511 -5.3055
Br -3.2017 -0.7993 -5.4926
C -5.1592 -7.4167 0.8837
C -4.2459 -6.5748 0.3943
C -3.4227 -5.7136 1.2916
O -2.5845 -4.9692 0.8106
C -3.6640 -5.7965 2.7354
C -4.5797 -6.6360 3.2243
C -5.3834 -7.5167 2.3291
O -6.1975 -8.2836 2.8127
O -4.8165 -6.7222 4.5607
O -4.0283 -6.4689 -0.9439
H -5.7613 -8.0482 0.2441
H -3.0729 -5.1540 3.3741
H -5.5173 -7.3966 4.6572
H -3.3228 -5.7998 -1.0411
C 7.2114 8.6035 2.7980
S 8.2406 8.3134 1.3445
O 7.4732 7.4251 0.4225
C 9.4753 7.2786 2.1918
H 6.3496 9.2006 2.4979
H 6.8677 7.6516 3.2074
H 7.7862 9.1504 3.5482
H 8.9897 6.4095 2.6383
H 9.9879 7.8819 2.9808
H 10.2053 6.9469 1.4564
Br 11.2951 7.1863 3.5604
Cl -6.2451 0.9772 0.4364
```

Values from the calculation:
* gap between HOMO and LUMO: 0.91 eV
* lowest unoccupied orbital energy: -0.1665 Ha

These are the Löwdin partial charges, in e, on atoms 1 to 4: C 0.010; C -0.343; O 0.014; N 0.028

***

Record 3
The following is a DFT calculation (wB97M-V/def2-TZVPD) of a structure of composition C16H27AsIO5Pt.

XYZ file:
```
51
Properties=species:S:1:pos:R:3
Pt 0.4781 -0.1034 0.5888
C -0.5834 -0.2577 3.6024
O -0.7967 -0.8659 2.3171
C -1.0643 -2.2672 2.3603
C -1.5916 -2.7186 1.0105
O -0.7728 -2.3660 -0.0902
C 0.1657 -3.3087 -0.5585
C 1.4108 -3.2565 0.2858
O 1.8467 -1.8948 0.2919
C 3.0012 -1.6998 1.1252
H -1.4400 -0.4633 4.2433
H -0.4981 0.8113 3.4360
H 0.3272 -0.6395 4.0684
H -1.8546 -2.4758 3.0859
H -0.1617 -2.7965 2.6777
H -2.5358 -2.2081 0.8243
H -1.7700 -3.7968 1.0345
H 0.4099 -2.9948 -1.5727
H -0.2511 -4.3182 -0.5771
H 2.1800 -3.9033 -0.1448
H 1.2208 -3.5929 1.3080
H 3.8447 -2.2712 0.7353
H 2.7969 -2.0130 2.1506
H 3.2360 -0.6412 1.1120
I -4.4377 1.8135 -4.4119
C -3.4443 1.9090 -2.5748
C -2.8800 0.7591 -2.0451
C -2.2283 0.8265 -0.8202
C -2.1079 2.0358 -0.1427
C -2.7279 3.1667 -0.6622
C -3.3875 3.1096 -1.8834
C -1.3108 2.2258 1.1376
O -1.7462 2.9670 1.9820
O -0.1134 1.6577 1.2619
H -2.9472 -0.1808 -2.5773
H -1.8568 -0.0916 -0.3855
H -2.6806 4.0946 -0.1072
H -3.8491 4.0008 -2.2876
C 2.9691 2.3799 -0.1942
As 1.7110 1.1411 -0.9680
C 2.8128 0.2171 -2.2550
C 0.6311 2.3250 -2.0330
H 3.4154 2.9417 -1.0127
H 3.7504 1.8582 0.3539
H 2.4476 3.0578 0.4782
H 3.1190 0.9304 -3.0167
H 2.2734 -0.6034 -2.7229
H 3.6945 -0.1806 -1.7559
H 1.2913 2.9184 -2.6638
H 0.0851 2.9873 -1.3644
H -0.0809 1.7755 -2.6438
```

Values from the calculation:
* gap between HOMO and LUMO: 7.71 eV
* total charge: +1
* relative energy (zero: lowest compared OMol25 entry of this formula, charge and spin): 44.2 kJ/mol
* lowest unoccupied orbital energy: -0.1209 Ha

These are the natural (NBO) partial charges, in e, on atoms 1 to 4: Pt 0.741; C -0.257; O -0.582; C -0.090

***

Record 4
The following is a DFT calculation (wB97M-V/def2-TZVPD) of a structure of composition C16H27CeN2.

XYZ file:
```
46
Properties=species:S:1:pos:R:3
C 0.6855 -2.1562 0.6932
H 1.4967 -2.0823 1.4304
H -0.2248 -2.6115 1.0973
H 0.0462 -0.7506 1.9390
C 1.1411 -2.6991 -0.6430
H 0.6085 -2.1761 -1.4846
H 2.2157 -2.4361 -0.7526
C 0.9971 -4.2083 -0.8778
H 1.3512 -4.4385 -1.8870
H 1.5947 -4.8037 -0.1866
H -0.0359 -4.5487 -0.8142
C -1.3810 1.8168 -0.5186
C -1.4026 0.6952 -1.4184
C -1.9565 -0.4210 -0.6986
C -2.2478 -0.0023 0.6356
C -1.8971 1.3774 0.7485
C -1.9757 2.2166 1.9909
C -2.8117 -0.8758 1.7231
C -2.2454 -1.7774 -1.2761
C -0.9664 0.7055 -2.8500
C -0.8740 3.1865 -0.8440
Ce 0.2683 0.1952 0.2676
H -2.4858 -0.5372 2.7108
H -3.9071 -0.8492 1.7010
H -2.5042 -1.9193 1.5943
H -2.0074 1.5899 2.8932
H -1.1121 2.8964 2.0716
H -2.8792 2.8492 1.9997
H -0.1262 3.1446 -1.6507
H -1.6830 3.8498 -1.1814
H -0.4004 3.6601 0.0286
H -0.8115 -0.3092 -3.2293
H -1.7277 1.1895 -3.4760
H -0.0275 1.2625 -2.9814
H -2.0090 -2.5947 -0.5702
H -3.3194 -1.8546 -1.5236
H -1.6816 -1.9484 -2.2102
N 4.6483 1.3147 1.1169
C 4.2488 2.6217 0.8438
C 2.9299 2.5308 0.5201
N 2.5068 1.2125 0.6747
C 3.5890 0.4943 0.9840
H 5.5830 1.0215 1.3575
H 4.9001 3.4542 0.8764
H 2.2415 3.3049 0.1388
H 3.6485 -0.5896 1.0375
```

Values from the calculation:
* gap between HOMO and LUMO (alpha / beta): 7.02 / 6.28 eV
* total charge: +2
* <S²>: 0.8161
* relative energy (zero: lowest compared OMol25 entry of this formula, charge and spin): 341.0 kJ/mol
* lowest unoccupied orbital energy (alpha / beta): -0.3103 / -0.3378 Ha
* multiplicity: 2

These are the Löwdin partial charges, in e, on atoms 1 to 4: C -0.185; H 0.081; H 0.082; H 0.048

***

Record 5
The following is a DFT calculation (wB97M-V/def2-TZVPD) of a structure of composition C16H27Cl5F6OPSi3Zr.

XYZ file:
```
60
Properties=species:S:1:pos:R:3
Zr 0.2771 1.3535 -0.3067
C 1.0315 1.6903 2.8992
O 0.3703 1.0635 1.7888
Si -0.6754 -0.2846 1.8951
C -2.0717 0.6141 2.8236
C 0.0908 -1.5814 2.9803
C -0.7323 -0.6337 0.0586
Si -2.5376 -0.8363 -0.4538
C -3.6204 -1.9793 0.5993
C -2.7464 -1.4821 -2.1848
C -3.5249 0.8322 -0.4038
Si 0.3933 -2.0417 -0.5582
C 2.1964 -1.8019 0.1888
C -0.2278 -3.6742 0.2034
C 0.4903 -2.2712 -2.4600
H 0.9692 2.8086 2.7438
H 2.0476 1.3414 3.0446
H 0.4609 1.4016 3.8656
H -1.7000 0.6107 3.8513
H -3.0955 0.2157 2.8826
H -2.0905 1.6547 2.4953
H 1.2019 -1.3657 3.0567
H -0.0584 -2.6432 2.6397
H -0.3507 -1.4376 3.9531
H -3.1758 -2.9520 0.8652
H -4.3995 -2.2569 -0.1676
H -4.1044 -1.6295 1.4842
H -2.5557 -2.5258 -2.4157
H -1.9720 -0.9787 -2.7872
H -3.7362 -1.1818 -2.4557
H -3.0928 1.7131 0.1475
H -4.5692 0.6905 0.0229
H -3.8067 1.1236 -1.4753
H 2.1285 -1.0222 0.9650
H 2.9729 -1.5663 -0.5731
H 2.5064 -2.7275 0.6086
H 0.1580 -3.9360 1.1781
H 0.0303 -4.5540 -0.4587
H -1.2784 -3.6558 0.3725
H 1.4963 -2.2500 -2.7946
H -0.1024 -1.6022 -3.1441
H 0.1485 -3.3264 -2.6649
Cl 0.5294 1.4404 -2.9211
C 2.0885 1.3119 -2.2296
C 2.2929 1.6381 -0.8710
C 3.5780 1.5846 -0.2821
Cl 3.8352 2.4066 1.1880
C 4.5967 0.9690 -0.9990
Cl 6.1992 0.6794 -0.3054
C 4.3541 0.4623 -2.3605
Cl 5.5433 -0.5777 -3.0170
C 3.1306 0.7332 -3.0124
Cl 2.8035 0.1783 -4.5681
F 0.5651 3.3026 0.6101
P -0.2374 4.4528 -0.4627
F -1.1080 5.3242 -1.4270
F -1.1070 2.9165 -1.0986
F -1.3708 4.4401 0.6264
F 0.5897 5.6970 0.2923
F 0.9716 4.1255 -1.4718
```

Values from the calculation:
* gap between HOMO and LUMO (alpha / beta): 7.03 / 3.65 eV
* total charge: +2
* <S²>: 0.7780
* relative energy (zero: lowest compared OMol25 entry of this formula, charge and spin): 6.4 kJ/mol
* lowest unoccupied orbital energy (alpha / beta): -0.2993 / -0.4172 Ha
* multiplicity: 2

These are the natural (NBO) partial charges, in e, on atoms 1 to 4: Zr 2.323; C -0.264; O -0.984; Si 1.989

***

Number 1: total energy -830.268435 Ha. Number 2: total energy -9161.571402 Ha. Number 3: total energy -3654.578640 Ha. Number 4: total energy -1209.809720 Ha. Number 5: total energy -4857.803872 Ha.